<A>
{
  "formula": "C4H12NO",
  "method": "ωB97M-V/def2-TZVPD",
  "homo_energy_ha": -0.5174,
  "charge": 1,
  "gap_ha": 0.17057,
  "e_lumo_ev": -9.439,
  "elements": ["C", "C", "C", "C", "O", "N", "H", "H", "H", "H", "H", "H", "H", "H", "H", "H", "H", "H"],
  "coordinates": [[1.863, -0.777, 1.602], [0.824, 0.002, 0.799], [0.771, 0.205, -0.483], [2.083, 0.099, -1.402], [-1.729, 0.382, -1.343], [-3.007, 0.102, 0.912], [1.377, -1.623, 2.070], [2.803, -1.104, 1.114], [2.349, -0.238, 2.452], [-0.076, 0.314, 1.417], [-0.140, 0.429, -1.027], [1.915, -0.656, -2.121], [2.170, 1.041, -1.944], [3.029, -0.108, -0.731], [-2.512, 0.363, 0.020], [-2.243, 0.910, -2.062], [-3.829, 0.646, 1.137], [-3.215, -0.914, 0.941]]
}


<B>
{
  "formula": "C4H12NO",
  "method": "ωB97M-V/def2-TZVPD",
  "homo_energy_ha": -0.5454,
  "charge": 1,
  "smiles": "CC[C@H]([NH3+])CO",
  "gap_ha": 0.41760,
  "e_lumo_ev": -3.478,
  "elements": ["C", "O", "C", "C", "C", "N", "H", "H", "H", "H", "H", "H", "H", "H", "H", "H", "H", "H"],
  "coordinates": [[1.173, 0.423, -0.542], [2.325, 0.673, 0.339], [0.272, -0.445, 0.428], [-1.002, -0.833, -0.272], [-1.427, 0.061, -1.465], [0.023, 0.188, 1.780], [1.602, -0.183, -1.371], [0.712, 1.444, -0.729], [3.225, 0.799, -0.063], [0.827, -1.461, 0.757], [-1.951, -0.732, 0.356], [-1.103, -1.867, -0.484], [-0.509, 0.187, -2.072], [-1.733, 1.074, -1.073], [-2.256, -0.415, -2.054], [-0.661, 0.883, 1.933], [-0.374, -0.460, 2.445], [0.857, 0.664, 2.089]]
}


The data favor <B>; the next most stable structure lies 625.9 kJ/mol above it.


<A>
{
  "formula": "C4H6S",
  "method": "ωB97M-V/def2-TZVPD",
  "homo_energy_ha": -0.3203,
  "smiles": "C=CC(C)=S",
  "gap_ha": 0.30337,
  "e_lumo_ev": -0.461,
  "elements": ["C", "C", "C", "C", "H", "H", "H", "H", "H", "H", "S"],
  "coordinates": [[0.497, 1.392, 0.025], [0.987, -0.108, 0.151], [-0.219, -1.012, 0.290], [-1.411, -0.890, -0.241], [-0.109, 1.383, -0.894], [1.424, 1.967, -0.007], [-0.084, 1.797, 0.931], [0.038, -1.880, 0.689], [-1.802, -0.083, -0.847], [-1.797, -1.821, 0.021], [2.476, -0.745, -0.118]]
}


<B>
{
  "formula": "C4H6S",
  "method": "ωB97M-V/def2-TZVPD",
  "homo_energy_ha": -0.2698,
  "smiles": "CC1=C(C)S1",
  "gap_ha": 0.30057,
  "e_lumo_ev": 0.837,
  "elements": ["C", "C", "C", "C", "S", "H", "H", "H", "H", "H", "H"],
  "coordinates": [[0.674, -0.191, 0.178], [-0.464, -0.433, -0.318], [1.869, 0.584, 0.550], [-2.135, -0.016, -0.413], [0.489, -1.932, -0.480], [2.702, 0.098, 0.087], [2.175, 0.413, 1.529], [1.909, 1.610, 0.367], [-2.613, -0.702, 0.322], [-2.337, -0.519, -1.473], [-2.270, 1.089, -0.348]]
}


The data favor <A>; the next most stable structure lies 115.7 kJ/mol above it.


<A>
{
  "formula": "C4H6S",
  "method": "ωB97M-V/def2-TZVPD",
  "homo_energy_ha": -0.3088,
  "smiles": "CC#CSC",
  "gap_ha": 0.30111,
  "e_lumo_ev": -0.209,
  "elements": ["C", "C", "C", "C", "S", "H", "H", "H", "H", "H", "H"],
  "coordinates": [[1.556, -0.458, -0.135], [0.377, -0.501, 0.133], [3.002, -0.404, 0.019], [-3.204, 0.262, -0.056], [-1.363, -0.934, 0.092], [3.416, -0.340, -1.002], [3.469, -1.078, 0.727], [3.362, 0.607, 0.619], [-2.971, 1.087, 0.569], [-3.795, -0.433, 0.628], [-3.423, 0.329, -1.052]]
}


<B>
{
  "formula": "C4H6S",
  "method": "ωB97M-V/def2-TZVPD",
  "homo_energy_ha": -0.3082,
  "smiles": "C=CSC=C",
  "gap_ha": 0.33947,
  "e_lumo_ev": 0.850,
  "elements": ["C", "C", "C", "C", "H", "H", "H", "H", "H", "H", "S"],
  "coordinates": [[2.680, -0.101, 0.029], [1.349, -0.012, -0.156], [-1.246, -0.078, 0.168], [-2.619, -0.055, -0.071], [3.084, -1.073, 0.374], [3.122, 0.969, -0.213], [0.981, 0.882, -0.570], [-0.899, 0.527, 1.100], [-3.352, 0.886, 0.181], [-3.054, -0.727, -0.850], [-0.045, -1.218, 0.009]]
}


The data favor <B>; the next most stable structure lies 105.8 kJ/mol above it.